No. 1
This record from the Open Molecules 2025 dataset describes a cluster of 2 separate species, C7H13NO2 in total. The level of theory is ωB97M-V/def2-TZVPD.

Values from the calculation:
Orbital gap   0.32970 Eh
Multiplicity   1
Energy relative to the best compared isomer or geometry (same formula, charge and spin)   84.1 kcal/mol
SMILES   [H]/N=C(/CC)C(C)=O.C=CO
Total energy   -13052.2821 eV

```
23
Properties=species:S:1:pos:R:3:forces:R:3
H 0.975 1.588 -1.739 -0.1 -1.0 0.0
H 0.954 -1.836 1.138 -0.3 0.1 -0.3
C 1.199 -0.925 0.576 0.7 1.4 -0.4
H 2.802 -0.226 -0.692 0.0 0.0 0.0
H -2.647 2.312 -0.171 0.0 0.0 0.0
H 1.199 -0.111 1.291 0.2 0.2 0.4
H -1.056 -1.078 2.262 0.1 0.1 0.0
O -1.706 2.470 -0.037 -0.2 -0.3 0.1
C -1.334 -0.639 0.183 0.4 -0.4 -0.4
H -2.566 -0.234 1.883 0.0 -0.1 -0.1
C 2.575 -1.079 -0.055 0.0 0.0 0.2
C -1.505 -0.301 1.642 -0.2 0.2 -0.1
H 3.342 -1.149 0.718 0.0 0.0 0.0
H -1.515 1.362 -1.803 -0.2 0.3 -0.1
C 0.114 -0.645 -0.454 -1.3 -3.7 -0.3
O -2.269 -0.993 -0.500 0.2 0.3 0.1
H -0.614 -1.575 -1.988 -0.3 1.1 -0.2
C -0.983 1.818 -0.975 1.8 -0.1 -0.1
H -1.034 0.657 1.867 0.1 -0.1 0.1
H 2.607 -1.968 -0.675 0.0 -0.1 -0.1
H 0.850 2.065 0.014 0.0 0.1 0.2
N 0.248 -1.151 -1.634 0.5 -0.4 1.1
C 0.364 1.637 -0.851 -1.4 2.2 -0.1
```
Positions in Å, forces in eV/Å.


No. 2
This record from the Open Molecules 2025 dataset describes the ion C7H13NO2P with charge -1. The level of theory is ωB97M-V/def2-TZVPD.

Values from the calculation:
Orbital gap   0.31681 Eh
Multiplicity   1
Energy relative to the best compared isomer or geometry (same formula, charge and spin)   50.0 kcal/mol
Total charge   -1
SMILES   CC#C[P@](=O)([O-])N(CC)CC
Total energy   -22343.7399 eV

```
24
Properties=species:S:1:pos:R:3:forces:R:3
H 2.811 0.454 1.444 -2.0 -1.1 -1.0
N -0.115 -1.311 0.383 -3.1 0.8 1.7
C -0.980 2.571 -0.107 0.2 1.0 0.2
O -2.798 -0.981 0.318 0.4 0.0 -0.9
H 1.048 -3.260 -1.273 -0.3 0.4 -0.4
H 0.161 4.372 0.079 -1.4 -0.2 -1.2
C 1.837 0.218 0.777 1.2 2.3 3.3
H -1.095 4.159 -1.493 1.3 0.2 2.2
C 0.088 -2.774 -1.543 0.2 -1.4 -0.3
H -1.029 -0.985 -1.534 1.4 0.1 1.0
H -1.650 4.476 0.140 -0.9 1.0 0.9
P -1.564 -0.575 1.026 0.3 1.2 -3.6
H 0.794 -0.878 -1.317 1.5 1.9 -1.2
C 1.049 -1.064 1.173 2.6 -0.5 -2.8
O -1.581 -0.570 2.462 1.0 0.5 2.9
H 0.781 -1.060 2.152 -1.1 0.7 2.9
H -0.637 -3.301 -1.009 -1.2 -1.2 1.4
C -1.137 1.442 0.262 -0.9 -3.5 1.3
C -0.842 4.005 -0.340 1.0 -0.7 -2.4
H 1.237 1.189 0.984 0.6 -1.9 -0.6
H 2.273 0.293 -0.189 -0.2 -0.3 -1.2
H -0.268 -3.076 -2.551 0.9 1.0 0.0
C -0.072 -1.359 -1.032 -1.5 -1.0 -1.5
H 1.690 -1.984 1.189 0.1 0.6 -0.6
```
Positions in Å, forces in eV/Å.


No. 3
This record from the Open Molecules 2025 dataset describes the ion C7H13O with charge -1. The level of theory is ωB97M-V/def2-TZVPD.

Values from the calculation:
Orbital gap   0.21278 Eh
Multiplicity   1
Energy relative to the best compared isomer or geometry (same formula, charge and spin)   47.4 kcal/mol
Total charge   -1
SMILES   C=C(CC)CCC[O-]
Total energy   -9514.3603 eV

```
21
Properties=species:S:1:pos:R:3:forces:R:3
H -0.745 0.952 -1.167 -0.8 -0.3 -0.1
C 1.095 2.714 -1.281 0.5 -0.4 -1.6
O 0.205 3.052 -2.248 0.4 -0.8 1.3
H -2.330 -0.825 2.368 -0.6 -0.1 0.8
H 1.098 -2.755 0.289 -1.2 -0.5 -0.4
H 1.790 -1.525 -0.812 -1.8 0.0 1.0
H -1.488 -2.414 2.354 0.0 -1.1 1.5
C -0.232 -1.065 -0.153 -0.8 2.1 0.6
C 1.209 1.044 -0.843 1.8 4.1 0.8
C -0.092 0.573 -0.386 -1.1 -2.7 -0.2
C -1.570 -1.520 0.519 0.8 3.2 -0.7
C -1.459 -1.394 2.108 -0.3 1.0 -2.4
H 1.617 0.748 -1.805 -0.2 -0.9 0.2
H -1.721 -2.549 0.216 -0.5 -0.1 0.1
H 1.119 3.374 -0.391 -0.7 -0.3 0.7
H -2.428 -0.765 0.094 1.9 -2.1 1.0
H 1.977 1.138 -0.014 -0.4 -0.7 -1.0
H -0.595 -0.848 2.507 0.0 -0.4 -0.5
H 2.160 2.871 -1.636 0.0 -0.3 0.0
H -0.429 1.060 0.561 0.4 -0.4 -0.4
C 0.819 -1.867 -0.280 2.7 0.8 -0.6
```
Positions in Å, forces in eV/Å.


No. 4
This record from the Open Molecules 2025 dataset describes a cluster of 2 separate species, C7H13O in total. The level of theory is ωB97M-V/def2-TZVPD.

Values from the calculation:
Orbital gap   0.18414 Eh
Multiplicity   1
Energy relative to the best compared isomer or geometry (same formula, charge and spin)   126.1 kcal/mol
Total charge   -1
Total energy   -9510.9470 eV

```
21
Properties=species:S:1:pos:R:3:forces:R:3
C -1.880 1.387 1.347 -1.0 -0.1 -0.4
H 1.663 -1.640 -0.585 -0.5 -0.8 -0.3
H 1.272 -0.124 -2.624 -0.6 0.3 0.5
C 2.091 0.127 -1.893 1.9 -0.7 -0.2
H -2.071 -1.874 0.245 0.3 0.0 0.6
H 2.709 -0.473 0.057 0.1 0.4 0.1
H -1.214 2.196 1.598 0.3 -0.2 0.3
H -0.095 -1.404 1.426 0.3 0.0 0.1
C -0.098 -0.316 1.348 -1.2 -0.8 -0.7
C -2.356 -0.856 0.473 -0.4 -0.3 -1.2
H -0.758 -0.212 -1.311 -0.7 -0.4 0.8
O 3.274 -0.223 -2.411 -0.1 -0.2 0.0
C -1.547 0.091 1.091 0.6 0.5 1.1
C 1.783 -0.580 -0.508 -0.1 0.9 -0.3
H 0.832 1.219 0.186 0.3 0.0 0.0
H 2.113 1.210 -1.616 -0.7 0.2 -0.2
H 0.228 0.135 2.275 0.4 0.1 0.1
H -0.312 0.169 -0.621 0.2 0.1 -0.8
H -3.396 -0.643 0.249 0.1 0.3 -0.2
C 0.670 0.140 0.142 0.7 0.7 0.7
H -2.907 1.672 1.132 0.0 0.2 0.1
```
Positions in Å, forces in eV/Å.